Density functional theory data (wB97M-V/def2-TZVPD) for the molecule C4H6ClNS.

Last column: Mulliken charge in e.
Cartesian coordinates (Å):
1 C 2.06072 -0.01707 0.01081  0.091
2 C -0.05008 0.17950 -1.20510  -0.428
3 C -1.00870 -0.52187 -0.10122  -0.154
4 C -0.70297 0.24637 1.17573  -1.116
5 N 1.25247 0.33272 -0.87154  -0.269
6 S -0.71675 -2.24414 0.16773  -0.069
7 Cl 3.64198 0.32619 0.41017  -0.118
8 H -0.27498 -0.39328 -2.10252  0.316
9 H -0.37884 1.15566 -1.38566  0.374
10 H -1.98521 -0.51966 -0.39142  0.423
11 H 0.41701 0.46691 1.37938  0.256
12 H -1.19671 -0.34001 1.92851  0.425
13 H -1.05794 1.32867 0.98512  0.267

Its expectation value of S² is 2.0071. The molar mass is 135.62 g mol⁻¹. For the highest occupied orbital energy (alpha / beta), the calculation gives -7.50 / -8.97 eV. As for the multiplicity: 3. The net charge is 0. The HOMO-LUMO gap (alpha / beta) comes out at 0.30737 / 0.25523 Eh. The energy above the lowest of the compared OMol25 structures with the same formula, charge and spin is 65.76 kJ/mol. The calculation puts the LUMO energy (alpha / beta) at 0.0317 / -0.0743 Eh.

***

Density functional theory data (wB97M-V/def2-TZVPD) for a 2-piece molecular cluster, C4H6ClO4P overall.

Last column: Mulliken charge in e.
Cartesian coordinates (Å):
1 C -0.27908 -0.13931 -1.13307  -0.667
2 C -0.74088 0.57210 0.12212  0.381
3 C 1.21193 -0.47502 -0.96248  0.338
4 C -1.75679 -0.18154 1.04395  -1.268
5 O 1.88599 2.05240 -0.55464  -0.788
6 O 2.96179 0.52436 1.19436  -0.784
7 O 1.82413 -1.15288 -1.77226  -0.673
8 O 0.40758 0.66467 1.01197  -0.381
9 P 1.85516 0.76516 0.28587  0.807
10 Cl 0.73259 -2.47605 0.46170  -0.759
11 H -0.88422 -1.13915 -1.37683  0.172
12 H -0.36142 0.45406 -1.96672  0.431
13 H -1.02842 1.58145 -0.23509  0.299
14 H -1.30267 -1.23985 1.31635  0.136
15 H -2.64438 -0.09540 0.49559  0.467
16 H -1.88128 0.28499 2.06918  0.288

The molar mass is 184.51 g mol⁻¹. For the highest occupied orbital energy, the calculation gives -0.56 eV. As for the multiplicity: 1. The net charge is -2. The HOMO-LUMO gap comes out at 0.25809 Eh. The energy above the lowest of the compared OMol25 structures with the same formula, charge and spin is 56.44 kJ/mol. The calculation puts the LUMO energy at 0.2374 Eh.

***

Density functional theory data (wB97M-V/def2-TZVPD) for a 2-piece molecular cluster, C4H6ClP overall.

Last column: Mulliken charge in e.
Cartesian coordinates (Å):
1 C -1.46893 0.61430 0.04122  -0.768
2 C -0.25640 0.91375 0.60909  -0.176
3 C 1.27735 -0.60220 -0.95085  -0.675
4 C 0.94410 0.24905 0.23001  0.200
5 P 2.55148 0.76690 -0.55480  0.095
6 Cl 3.99760 -0.25465 0.36458  -0.197
7 H -2.41271 1.15374 0.38012  0.212
8 H -1.65252 -0.12779 -0.71831  0.296
9 H -0.41618 1.72535 1.39324  0.240
10 H 1.38149 -1.67938 -0.80787  0.278
11 H 0.74391 -0.29283 -1.87861  0.365
12 H 1.22433 -0.68868 1.87815  0.131

The molar mass is 120.52 g mol⁻¹. For the highest occupied orbital energy (alpha / beta), the calculation gives -8.73 / -8.72 eV. As for the multiplicity: 1. The net charge is 0. The HOMO-LUMO gap (alpha / beta) comes out at 0.29741 / 0.29740 Eh. The energy above the lowest of the compared OMol25 structures with the same formula, charge and spin is 324.68 kJ/mol. The calculation puts the LUMO energy (alpha / beta) at -0.0233 / -0.0232 Eh.